ORCA calculation (wB97M-V/def2-TZVPD) on a molecular structure, C6H24AgF2N13O10S2.

```
58
Properties=species:S:1:pos:R:3:forces:R:3
Ag 0.3846 0.0818 -0.1050 -0.586 0.651 0.241
N 1.8080 1.4791 -0.8994 2.459 -0.017 -0.365
S 1.7060 2.9260 -1.5198 -3.713 3.542 -0.538
O 1.3972 3.0108 -2.9059 0.256 -0.645 0.025
O 2.5914 3.8845 -0.9488 0.460 -0.609 -0.044
F 0.2970 3.3093 -0.8425 0.287 -0.274 -0.209
S 3.4790 1.3792 -0.8737 1.174 -3.019 1.467
O 4.0610 1.7568 0.3638 -0.360 0.232 0.052
O 4.1489 1.6539 -2.0915 -0.678 0.366 -0.206
F 3.4698 -0.2123 -0.7882 0.166 0.176 -0.004
C -3.0457 2.0519 0.0178 0.442 0.090 0.562
O -1.8340 1.8853 -0.0073 -0.197 0.016 -0.439
N -3.6246 3.2792 -0.1225 -0.607 -0.012 -0.089
N -3.9321 1.0458 0.2947 -0.052 0.477 -0.182
H -4.5993 3.3947 0.0897 0.021 0.100 -0.034
H -3.1038 4.1149 -0.3085 0.321 -0.190 -0.016
H -3.5721 0.1117 0.3283 0.018 -0.033 -0.030
H -4.9015 1.2166 0.0980 -0.066 -0.392 0.015
C -1.4855 0.0234 -3.1977 -0.792 1.052 -0.201
O -0.8561 -0.2790 -2.1889 -0.159 -0.632 -0.204
N -1.8253 1.3230 -3.4736 0.395 -0.315 0.436
N -2.0288 -0.8781 -4.0664 0.459 0.368 0.480
H -1.3890 1.9817 -2.8442 0.029 0.152 -0.171
H -1.9739 1.6183 -4.4230 0.062 0.057 0.003
H -1.8423 -1.8517 -3.9293 -0.080 -0.086 -0.306
H -2.6759 -0.5247 -4.7458 -0.076 -0.471 -0.171
C 0.2992 2.4155 2.5118 -0.158 0.304 -1.139
O 0.2545 1.4205 1.7940 0.263 -0.931 0.253
N -0.3377 3.5540 2.1460 0.032 0.588 0.698
N 0.9903 2.4630 3.6761 -0.477 0.328 -0.371
H -0.1892 4.3998 2.6675 -0.067 0.029 -0.075
H -0.8100 3.6316 1.2633 0.177 -0.472 -0.165
H 0.9855 3.3402 4.1612 0.292 -0.273 0.484
H 1.4084 1.6271 4.0329 0.131 0.064 0.080
C 2.0182 -1.6016 2.6294 0.069 -0.776 0.730
O 1.5083 -1.0699 1.6616 0.357 -0.292 -0.174
N 1.3087 -2.3711 3.5158 -0.148 0.112 0.172
N 3.3513 -1.5499 2.9201 -0.500 0.201 -0.484
H 0.3889 -2.6898 3.2819 -0.088 0.277 -0.161
H 1.7379 -2.8012 4.3152 0.086 -0.041 -0.120
H 3.9324 -1.0580 2.2636 0.226 0.271 0.350
H 3.6822 -1.8929 3.8020 0.383 0.066 -0.150
C 1.9341 -2.7156 -1.3165 -0.313 0.094 0.932
O 1.3029 -1.6641 -1.2441 -0.284 -0.156 -0.449
N 2.8493 -3.0846 -0.3842 -0.058 -0.187 -0.298
N 1.6867 -3.6311 -2.2923 0.249 0.033 0.024
H 3.5051 -3.8127 -0.6049 0.125 0.072 0.162
H 3.0585 -2.4271 0.3447 0.076 0.116 -0.091
H 1.9441 -4.5818 -2.0923 -0.115 -0.083 -0.271
H 0.8610 -3.4581 -2.8353 0.026 -0.073 -0.107
C -2.0491 -2.0616 0.4895 1.364 -0.995 -0.090
O -1.3365 -1.0914 0.7462 0.079 0.618 0.481
N -2.2876 -2.4562 -0.7814 -0.554 -0.050 -0.474
N -2.4908 -2.9180 1.4510 -0.697 -0.205 -0.767
H -1.9635 -1.8879 -1.5498 0.306 0.421 0.298
H -2.8817 -3.2289 -1.0243 -0.041 -0.040 0.270
H -2.2884 -2.8829 2.4302 0.132 0.515 -0.018
H -3.0260 -3.6975 1.1110 -0.055 -0.117 0.398
```
Positions in Å, forces in eV/Å.

## Properties
* spin multiplicity: 2
* net charge: +1
* energy: -2850.3139 hartree
* molar mass: 648.3 g mol⁻¹
* ΔE to the lowest compared entry with this formula, charge and spin: 0.0000 eV

What are the Löwdin partial charges on each atom? They are as follows, in elementary charge units: 1.20 -0.34 0.47 -0.24 -0.24 -0.21 0.53 -0.24 -0.21 -0.20 -0.64 -0.03 0.17 0.18 0.10 0.11 0.08 0.10 -0.62 -0.05 0.19 0.17 0.09 0.11 0.10 0.11 -0.63 -0.05 0.19 0.19 0.11 0.08 0.10 0.11 -0.65 -0.03 0.17 0.18 0.09 0.10 0.11 0.10 -0.63 -0.06 0.19 0.18 0.11 0.07 0.11 0.10 -0.63 -0.04 0.19 0.18 0.06 0.11 0.11 0.10